Entry 1:
A molecular structure, C2H2N4O2 at a distorted geometry. Source: the OMol25 dataset; level of theory: the ωB97M-V functional and the def2-TZVPD basis.

The total energy is -446.745700 Eh. The calculation puts the HOMO energy at -10.6 eV. As for the spin multiplicity: 1. The value obtained for the energy above the lowest of the compared OMol25 structures with the same formula, charge and spin is 6.178 eV. Its largest force on an atom is 7.36 eV/A. As for the HOMO-LUMO gap: 9.96 eV.

Geometry (Å):
O  -2.0469  0.0624  1.1529
O  -1.9229  -1.2727  -0.5878
N  1.8193  0.4052  -1.3420
N  0.8510  0.6459  0.7668
N  0.5202  0.0832  -1.5012
N  1.8939  0.7826  0.0273
C  -1.3376  -0.2977  0.0657
C  -0.0281  0.1782  -0.2472
H  2.9989  0.5502  0.6227
H  -2.7478  -1.1373  1.0429

Entry 2:
A single C2H2N4O2 molecule at a distorted geometry. Source: the OMol25 dataset; level of theory: the ωB97M-V functional and the def2-TZVPD basis.

The structure (SMILES) is O=c1nn[nH]c(=O)[nH]1. The total energy is -446.799231 Eh. The calculation puts the HOMO energy at -10.8 eV. As for the spin multiplicity: 1. The value obtained for the energy above the lowest of the compared OMol25 structures with the same formula, charge and spin is 4.721 eV. Its largest force on an atom is 7.48 eV/A. As for the HOMO-LUMO gap: 9.66 eV.

Geometry (Å):
O  -0.6717  1.8142  -1.7156
O  -0.3724  -2.4375  0.1648
N  -0.5350  -0.2392  -0.7781
N  1.2566  0.7549  0.9890
N  0.3185  -0.3895  1.4273
N  1.2370  1.3944  -0.1286
C  -0.0125  1.0758  -0.9449
C  -0.2840  -1.1341  0.2626
H  0.3217  -0.7597  2.3381
H  -1.2582  -0.0793  -1.6147

Entry 3:
A single C2H2N4O2 molecule at a distorted geometry. Source: the OMol25 dataset; level of theory: the ωB97M-V functional and the def2-TZVPD basis.

The total energy is -446.571665 Eh. The calculation puts the HOMO energy (spin up / spin down) at -9.7 / -9.7 eV. As for the spin multiplicity: 1. The value obtained for the energy above the lowest of the compared OMol25 structures with the same formula, charge and spin is 10.913 eV. Its largest force on an atom is 3.57 eV/A. As for the HOMO-LUMO gap (spin up / spin down): 7.81 / 7.73 eV.

Geometry (Å):
O  -2.6853  -0.8665  0.0109
O  -2.3834  1.3442  -0.0239
N  1.6261  0.3563  0.0703
N  0.8166  -1.8252  -0.1470
N  1.6807  -0.9845  0.0298
N  -2.0331  0.1522  0.0733
C  -0.6960  0.1617  0.1554
C  0.4079  0.8304  -0.0551
H  2.7413  -1.1413  0.1455
H  0.5251  1.9726  -0.2592

Entry 4:
A single C2H2N4O3 molecule at a distorted geometry. Source: the OMol25 dataset; level of theory: the ωB97M-V functional and the def2-TZVPD basis.

The structure (SMILES) is O=Cn1nnc(=O)n1O. The total energy is -522.026890 Eh. The calculation puts the HOMO energy at -10.5 eV. As for the spin multiplicity: 1. The value obtained for the energy above the lowest of the compared OMol25 structures with the same formula, charge and spin is 2.187 eV. Its largest force on an atom is 1.39 eV/A. As for the HOMO-LUMO gap: 9.48 eV.

Geometry (Å):
O  2.7238  -0.4131  -0.0861
O  0.7395  1.6668  0.1306
O  -2.9169  -0.4291  -0.0154
N  -0.6355  -0.2577  0.1410
N  0.8104  -1.8424  -0.0110
N  0.5313  0.3735  -0.2894
N  -0.4056  -1.5974  0.1658
C  -1.9355  0.2333  -0.1724
C  1.5319  -0.6152  -0.1466
H  -1.8803  1.2501  -0.5561
H  1.4370  1.6311  0.8396

Entry 5:
2 unconnected molecules or ions with the total composition C2H2N4S at a distorted geometry. Source: the OMol25 dataset; level of theory: the ωB97M-V functional and the def2-TZVPD basis.

The structure (SMILES) is [H]/N=N/N=C=S.C#N. The total energy is -694.498909 Eh. The calculation puts the HOMO energy at -9.5 eV. As for the spin multiplicity: 1. The value obtained for the energy above the lowest of the compared OMol25 structures with the same formula, charge and spin is 1.601 eV. Its largest force on an atom is 4.03 eV/A. As for the HOMO-LUMO gap: 8.79 eV.

Geometry (Å):
S  2.8901  -0.4493  0.3294
N  0.1926  -0.8942  0.0643
N  -0.8424  -1.2036  -0.6401
N  -1.9618  -1.1799  -0.0939
N  0.4708  2.4306  -0.6425
C  0.3343  1.9495  0.3802
C  1.3863  -0.7239  0.0430
H  0.2039  1.5161  1.3374
H  -2.6740  -1.4452  -0.7780

Entry 6:
A single C2H2N4S molecule at a distorted geometry. Source: the OMol25 dataset; level of theory: the ωB97M-V functional and the def2-TZVPD basis.

The structure (SMILES) is S=Cn1ncnn1. The total energy is -694.500948 Eh. The calculation puts the HOMO energy at -9.9 eV. As for the spin multiplicity: 1. The value obtained for the energy above the lowest of the compared OMol25 structures with the same formula, charge and spin is 1.545 eV. Its largest force on an atom is 5.28 eV/A. As for the HOMO-LUMO gap: 8.17 eV.

Geometry (Å):
S  3.0046  0.0443  -1.1872
N  0.1296  -1.3414  0.0410
N  -0.8213  0.6816  0.0091
N  -1.1792  -1.3853  0.3108
N  0.2309  -0.0447  -0.2647
C  -1.7527  -0.1489  0.3201
C  1.6198  0.5546  -0.2562
H  -2.6585  0.0784  0.7623
H  1.4268  1.5615  0.2648

Entry 7:
A gas-phase ion, C2H2NO2 (charge -1) at a distorted geometry. Source: the OMol25 dataset; level of theory: the ωB97M-V functional and the def2-TZVPD basis.

The charge is -1. The total energy is -282.528514 Eh. The calculation puts the HOMO energy (spin up / spin down) at 0.1 / -4.0 eV. As for the expectation value of S²: 2.0099. As for the spin multiplicity: 3. The value obtained for the energy above the lowest of the compared OMol25 structures with the same formula, charge and spin is 0.751 eV. Its largest force on an atom is 8.84 eV/A. As for the HOMO-LUMO gap (spin up / spin down): 4.41 / 6.76 eV.

Geometry (Å):
O  -0.5493  1.1995  -1.6118
O  0.2184  2.0394  0.5266
N  -0.6039  -0.1220  0.1910
C  -0.2099  1.1560  -0.1832
C  0.1610  -1.1069  0.3247
H  1.2555  -1.0656  0.3196
H  -0.2717  -2.1003  0.4330

Entry 8:
A single C2H2NO2P molecule at a distorted geometry. Source: the OMol25 dataset; level of theory: the ωB97M-V functional and the def2-TZVPD basis.

The total energy is -623.781766 Eh. The calculation puts the HOMO energy (spin up / spin down) at -6.2 / -9.3 eV. As for the expectation value of S²: 2.0146. As for the spin multiplicity: 3. The value obtained for the energy above the lowest of the compared OMol25 structures with the same formula, charge and spin is 2.568 eV. Its largest force on an atom is 4.32 eV/A. As for the HOMO-LUMO gap (spin up / spin down): 6.69 / 6.21 eV.

Geometry (Å):
P  1.9089  -0.5778  1.5622
O  -0.3433  -1.7371  1.6677
O  0.4052  0.7918  -0.6307
N  0.9149  -1.7188  2.2199
C  0.6041  -0.1079  0.4216
C  -0.4980  -0.8623  0.7564
H  1.2955  0.8905  -1.0665
H  -1.4806  -0.9582  0.3219